Entry 1:
Density functional theory data (the ωB97M-V functional and the def2-TZVPD basis) for a gas-phase ion, C18H21N2 (charge +1) at a distorted geometry.

- Gap between HOMO and LUMO: 8.809 eV
- Structure (SMILES): CC(C)(c1ccccc1)N1CC[NH+]=C1c1ccccc1
- HOMO level: -12.07 eV
- Total charge: +1
- 2S+1: 1
- Largest force on an atom: 2.42 eV Å⁻¹
- Energy relative to the best compared isomer or geometry (same formula, charge and spin): 34.6 kJ/mol

The geometry in XYZ format:
```
41
Properties=species:S:1:pos:R:3:forces:R:3:mulliken_charge:R:1
C 1.246499 -0.764063 2.826580 -0.680 -0.131 0.811 -1.583
C 0.749968 -0.004391 1.559881 1.018 0.125 -2.197 1.991
C 0.965785 1.502046 1.592106 0.784 0.197 0.584 -1.911
C 1.485804 -0.597053 0.292000 0.223 -0.454 0.331 -0.325
C 2.145726 0.106664 -0.728879 -0.298 0.726 -0.691 0.195
C 2.628801 -0.530738 -1.898094 -0.441 -0.348 0.758 -0.840
C 2.489643 -1.921954 -2.024586 0.379 0.283 0.741 -0.434
C 1.952384 -2.659064 -0.958187 -0.189 0.263 0.301 -0.782
C 1.504740 -1.984625 0.200480 -0.473 -1.006 -0.844 -0.442
N -0.770419 -0.113968 1.366758 -1.428 -0.123 -1.205 0.306
C -1.638064 -0.574240 2.445358 -0.054 -0.703 0.954 -0.626
C -3.023381 0.062243 2.207624 -0.271 -0.125 0.255 -0.578
N -2.810205 0.714375 0.921978 0.287 0.149 -0.983 -0.110
C -1.574275 0.467665 0.424294 0.380 -0.942 2.151 -0.261
C -1.220440 0.713130 -0.956234 0.351 0.898 -1.263 0.694
C -1.346113 2.031170 -1.422749 -0.092 -0.228 -0.372 -0.476
C -1.169156 2.298628 -2.783684 -0.106 0.504 -0.173 -0.698
C -0.755498 1.291717 -3.666155 0.473 -0.514 0.282 -0.523
C -0.472640 -0.005735 -3.170337 -0.727 1.026 0.249 -0.780
C -0.798685 -0.303203 -1.833472 0.396 0.131 -0.472 -0.080
H 0.655226 -1.690537 3.010131 0.688 0.392 -0.450 0.484
H 2.342899 -1.002255 2.867774 -1.128 0.304 -0.632 0.284
H 1.045688 -0.190648 3.743343 0.061 0.209 -0.318 0.447
H 0.603482 1.992216 0.677187 0.029 -0.211 0.359 0.440
H 0.450205 1.879419 2.471930 -0.125 0.359 -0.016 0.435
H 2.032291 1.760361 1.706233 -0.362 -0.202 -0.033 0.408
H 2.212357 1.207926 -0.724083 -0.062 -0.639 0.201 0.346
H 3.066218 0.052289 -2.722034 -0.169 -0.235 0.616 0.413
H 2.921704 -2.431212 -2.879583 -0.301 0.032 -0.048 0.448
H 1.844411 -3.758441 -1.029405 0.222 0.823 0.107 0.361
H 1.057684 -2.581331 1.004141 0.204 0.176 -0.352 0.247
H -1.681466 -1.695055 2.442702 0.041 0.997 0.139 0.295
H -1.238517 -0.204986 3.384098 0.026 -0.332 0.243 0.375
H -3.839995 -0.684211 2.149773 0.556 0.318 -0.137 0.307
H -3.313195 0.772873 2.993790 0.222 -0.048 -0.282 0.335
H -3.550604 1.255657 0.442220 0.964 -0.871 0.115 0.305
H -1.568384 2.821817 -0.697945 -0.073 -0.165 -0.456 0.462
H -1.359918 3.322498 -3.162604 0.251 -0.791 0.295 0.373
H -0.587068 1.507543 -4.737902 -0.141 -0.059 0.823 0.378
H -0.013234 -0.738732 -3.842324 -0.446 0.106 0.447 0.443
H -0.670257 -1.323794 -1.492124 0.012 0.107 0.159 0.679
```
Positions in Å, forces in eV/Å.

Entry 2:
Density functional theory data (the ωB97M-V functional and the def2-TZVPD basis) for C18H21N3O in the gas phase at a distorted geometry.

- Gap between HOMO and LUMO: 8.743 eV
- Structure (SMILES): CCCCn1cc2c(c1C)C(c1ccccc1)=NCC(=O)N2
- HOMO level: -8.16 eV
- 2S+1: 1
- Largest force on an atom: 7.05 eV Å⁻¹
- Energy relative to the best compared isomer or geometry (same formula, charge and spin): 272.8 kJ/mol

The geometry in XYZ format:
```
43
Properties=species:S:1:pos:R:3:forces:R:3:mulliken_charge:R:1
C -1.576186 -2.436935 3.959309 -1.085 -0.153 -0.257 -1.286
C -1.565567 -0.970293 4.347538 0.237 -1.285 -0.197 -0.310
C -2.227041 -0.227613 3.196573 -1.296 1.916 1.320 -0.871
C -1.493478 0.952075 2.493206 -1.539 -0.313 0.620 -0.809
N -0.512271 0.545721 1.470185 -0.665 -0.322 1.374 0.234
C 0.485448 -0.393924 1.805735 -0.624 2.093 -2.844 -0.625
C 1.273724 -0.444968 0.713323 0.720 0.213 -0.660 0.190
C 0.801030 0.390915 -0.353177 -2.783 0.235 3.934 0.619
C -0.381494 1.003968 0.171658 1.552 -0.776 0.504 0.083
C -1.254870 2.041138 -0.465176 -0.260 -1.456 0.193 -1.935
C 1.384466 0.516785 -1.590311 6.411 -1.308 -2.627 0.037
C 0.581451 0.493871 -2.846326 -1.853 0.380 -1.835 0.197
C -0.326635 -0.601942 -3.191773 1.144 1.406 1.010 -0.220
C -1.002326 -0.627550 -4.399615 -0.813 2.022 -1.015 -0.504
C -0.885786 0.547537 -5.327301 0.670 -2.374 1.391 -0.386
C 0.050341 1.524219 -5.035718 -1.127 0.051 0.122 -0.547
C 0.634790 1.560741 -3.759948 2.262 -0.769 -0.088 -0.052
N 2.751022 0.380319 -1.777593 -4.827 0.686 -0.770 -0.566
C 3.780113 0.186139 -0.789994 -0.323 0.487 1.016 -0.562
C 3.605738 -1.081863 0.085295 1.117 1.297 -0.775 0.503
O 4.523969 -1.875573 0.222766 -0.850 0.200 0.001 -0.662
N 2.398283 -1.247652 0.698881 1.422 -0.356 -1.114 -0.061
H -2.609132 -2.815239 3.758795 0.731 0.431 -0.066 0.325
H -0.958131 -2.563528 3.088000 0.021 -0.213 -0.626 0.313
H -1.187097 -3.079928 4.694502 0.622 -0.784 1.198 0.404
H -0.542723 -0.665190 4.415475 0.761 0.288 0.435 0.232
H -2.032547 -0.864311 5.355583 0.162 0.364 -0.921 0.417
H -3.101568 0.174347 3.794716 0.413 0.246 -1.561 0.339
H -2.608283 -0.854726 2.424125 -0.327 -0.843 -0.366 0.472
H -2.300497 1.563946 2.061988 0.555 -0.184 -0.345 0.379
H -1.145843 1.533782 3.350671 1.025 0.317 -0.553 0.300
H 0.683828 -1.010154 2.617528 -0.533 -0.322 1.787 0.667
H -2.283828 1.705817 -0.544137 -0.275 0.015 0.242 0.391
H -0.957551 2.242032 -1.458736 0.593 -0.216 -1.191 0.420
H -1.205791 2.989833 -0.020369 -0.071 1.231 1.188 0.425
H -0.462360 -1.339332 -2.390693 -0.012 -0.100 -0.686 0.366
H -1.742935 -1.446519 -4.587176 0.874 0.905 -0.016 0.310
H -1.404569 0.606556 -6.283286 -0.011 -0.405 0.300 0.352
H 0.255670 2.300685 -5.797519 -0.136 -0.381 0.774 0.341
H 1.447464 2.289587 -3.621800 -0.620 -0.058 0.293 0.284
H 4.004045 1.075420 -0.144713 -0.766 -0.454 -0.062 0.226
H 4.708813 0.107581 -1.335597 0.225 -0.550 -0.118 0.363
H 2.398316 -2.185774 0.995107 -0.722 -1.159 0.988 0.209
```
Positions in Å, forces in eV/Å.

Entry 3:
Density functional theory data (the ωB97M-V functional and the def2-TZVPD basis) for C18H21N3O4S3 in the gas phase at a distorted geometry.

- Gap between HOMO and LUMO: 8.590 eV
- Structure (SMILES): CCOc1ccc2nc(NC(=O)[C@@H](NS(=O)(=O)c3cccs3)C(C)C)sc2c1
- HOMO level: -8.11 eV
- 2S+1: 1
- Largest force on an atom: 1.05 eV Å⁻¹
- Energy relative to the best compared isomer or geometry (same formula, charge and spin): 0.0 kJ/mol

The geometry in XYZ format:
```
49
Properties=species:S:1:pos:R:3:forces:R:3:mulliken_charge:R:1
C -0.559869 4.049419 5.443178 0.297 -0.075 -0.279 -1.033
C 0.838016 3.797944 4.886040 -0.152 0.050 0.379 -0.425
O 0.885106 3.881459 3.474259 0.044 0.110 -0.181 -0.459
C 0.403731 2.864179 2.715990 -0.072 -0.215 -0.214 0.703
C 0.412134 3.106800 1.331729 0.016 0.073 0.166 -0.765
C -0.020851 2.165009 0.430489 -0.123 -0.104 0.154 -0.425
C -0.476083 0.937538 0.902469 0.098 0.200 0.988 -1.052
N -0.929277 -0.100902 0.138811 -0.389 -0.388 -0.589 -0.305
C -1.265280 -1.111811 0.849077 0.246 0.776 0.661 0.469
N -1.742010 -2.307846 0.395308 -0.636 -0.504 0.411 0.072
C -1.439769 -2.963890 -0.780620 -0.197 0.093 -0.079 -0.350
O -1.722243 -4.133743 -0.892656 0.034 -0.128 -0.050 -0.653
C -0.781479 -2.160983 -1.892729 -0.268 0.320 0.050 0.614
N 0.452680 -2.815939 -2.288297 0.564 0.058 0.350 -0.423
S 1.581180 -2.786866 -1.055663 0.381 0.136 -0.556 1.271
O 2.646598 -3.664876 -1.422549 -0.057 -0.105 -0.198 -0.751
O 0.958080 -2.956791 0.229308 0.135 0.123 -0.005 -0.594
C 2.129427 -1.106754 -1.124911 -0.246 -0.410 0.314 0.062
C 2.273999 -0.284019 -2.198208 -0.089 -0.255 -0.039 0.054
C 2.746085 0.993387 -1.827618 0.051 0.048 0.085 -0.872
C 2.952170 1.100205 -0.487340 -0.019 -0.502 0.217 -0.463
S 2.570493 -0.351310 0.350416 0.080 0.379 -0.253 -0.101
C -1.743877 -1.958693 -3.082536 0.250 -0.046 0.009 0.170
C -2.046924 -3.260486 -3.819091 -0.155 0.113 0.253 -1.613
C -1.154414 -0.923747 -4.036909 -0.178 -0.082 0.219 -1.402
S -1.091366 -0.900915 2.603156 0.100 0.087 -0.428 -0.365
C -0.484260 0.699383 2.290227 -0.095 0.002 -0.584 0.574
C -0.054152 1.646402 3.203243 0.130 0.232 0.271 -0.056
H -0.915654 5.023603 5.117583 -0.045 0.082 0.002 0.307
H -1.260808 3.294824 5.095139 -0.092 -0.043 0.024 0.332
H -0.529656 4.029122 6.528950 -0.027 -0.007 0.132 0.356
H 1.518160 4.584874 5.223461 -0.047 -0.179 -0.005 0.315
H 1.230285 2.833251 5.229659 0.036 0.085 -0.053 0.321
H 0.773430 4.066015 0.997364 0.043 0.135 -0.041 0.445
H -0.011112 2.356947 -0.629876 0.019 0.031 -0.144 0.513
H -2.061759 -2.943248 1.120152 0.027 0.033 -0.273 0.297
H -0.499520 -1.178062 -1.508193 -0.192 -0.194 -0.181 0.343
H 0.301603 -3.769490 -2.592486 0.207 -0.286 -0.005 0.454
H 2.044811 -0.588281 -3.201872 -0.080 -0.071 -0.225 0.517
H 2.922530 1.789922 -2.527359 0.037 0.160 -0.099 0.443
H 3.303034 1.951613 0.060540 0.083 0.189 0.130 0.507
H -2.675131 -1.563595 -2.661552 0.050 -0.010 0.024 0.382
H -1.171462 -3.600514 -4.367113 0.108 -0.074 -0.134 0.352
H -2.853694 -3.101248 -4.530765 -0.013 -0.004 -0.129 0.457
H -2.349757 -4.036485 -3.121493 -0.041 -0.108 -0.059 0.375
H -0.997287 0.023295 -3.526711 0.051 0.159 0.020 0.302
H -1.827983 -0.760570 -4.874627 -0.029 0.040 -0.114 0.451
H -0.201215 -1.278307 -4.420039 0.126 -0.008 -0.103 0.243
H -0.076660 1.414183 4.254666 0.029 0.084 0.162 0.406
```
Positions in Å, forces in eV/Å.

Number 1: lowest unoccupied orbital energy -3.266 eV. Number 2: lowest unoccupied orbital energy 0.588 eV. Number 3: lowest unoccupied orbital energy 0.477 eV.